(1)
{"formula": "C7H10BrNNi", "method": "wB97M-V/def2-TZVPD", "homo_energy_ev": [1.796, 2.480], "total_charge": -2, "homo_lumo_gap_ev": [4.565, 3.776], "spin_multiplicity": 3, "mol_weight_g_mol": 246.8, "energy_ha": -4409.5852, "elements": ["C", "C", "C", "C", "C", "Ni", "N", "C", "C", "H", "H", "H", "H", "H", "H", "H", "H", "H", "H", "Br"], "coordinates": [[0.4414, 1.0372, -1.5130], [-0.9522, 0.9660, -1.2350], [-1.4070, -0.3441, -1.5612], [-0.2904, -1.0855, -2.0380], [0.8541, -0.2355, -2.0042], [0.2398, -0.5695, 0.2418], [1.8220, -0.5375, 0.9217], [0.2686, 0.4604, 2.5153], [-0.9279, 0.7095, 1.8849], [-2.4280, -0.7149, -1.4504], [-1.5741, 1.7806, -0.8597], [-0.2984, -2.1315, -2.3477], [1.8684, -0.5132, -2.2930], [1.0890, 1.9012, -1.3544], [-1.1422, 1.6963, 1.4643], [1.0311, 1.2380, 2.6145], [2.7720, -0.3413, 1.2594], [-1.7559, -0.0040, 1.9590], [0.4187, -0.4491, 3.1026], [-0.0289, -2.8629, 0.6930]], "forces_ev_per_a": [[-0.36, 0.08, -0.57], [0.17, 0.24, -0.55], [0.25, 0.00, -0.09], [0.11, 0.53, -0.77], [-0.59, 0.10, -0.63], [-2.57, 0.21, -0.64], [4.17, 0.95, 2.06], [0.29, -0.09, 0.05], [-0.08, -0.02, 0.61], [0.36, 0.08, 0.05], [0.22, -0.29, -0.03], [0.02, 0.37, 0.29], [-0.37, 0.05, 0.31], [-0.24, -0.38, 0.10], [0.13, -0.46, -0.01], [-0.32, -0.33, -0.04], [-0.61, 0.05, -0.23], [0.31, 0.25, -0.10], [-0.02, 0.35, -0.33], [-0.88, -1.69, 0.53]], "mulliken_charge": [-0.486, -0.804, -0.737, -0.509, -0.434, -0.329, -0.018, -0.431, -0.656, 0.345, 0.586, 0.481, 0.489, 0.379, 0.317, 0.201, -0.225, 0.206, 0.261, -0.635]}

(2)
{"formula": "C12H30MgNO9", "method": "wB97M-V/def2-TZVPD", "homo_energy_ev": -11.631, "total_charge": 1, "homo_lumo_gap_ev": 9.380, "spin_multiplicity": 1, "mol_weight_g_mol": 356.7, "energy_ha": -1406.9370, "e_above_lowest_kj_mol": 15.0, "elements": ["Mg", "N", "O", "O", "O", "C", "O", "C", "C", "O", "C", "H", "H", "H", "H", "H", "H", "H", "H", "H", "H", "C", "O", "C", "C", "O", "C", "H", "H", "H", "H", "H", "H", "H", "H", "H", "H", "C", "O", "C", "C", "O", "C", "H", "H", "H", "H", "H", "H", "H", "H", "H", "H"], "coordinates": [[0.2929, -0.1105, 0.6977], [2.2929, -1.8939, 2.3749], [2.6280, -3.0388, 2.1250], [1.6872, -1.2468, 1.4436], [2.6302, -1.2532, 3.3836], [-1.3397, -2.5632, 1.5899], [-1.1606, -1.1513, 1.6747], [-1.3326, -0.7099, 3.0189], [-0.9644, 0.7569, 3.1640], [0.2228, 0.9308, 2.3906], [0.9372, 2.0911, 2.8041], [-2.1930, -2.8756, 2.2046], [-0.4525, -3.0906, 1.9434], [-1.6029, -2.8430, 0.5758], [-0.6555, -1.2712, 3.6793], [-2.3308, -0.9624, 3.3890], [-0.6634, 0.8802, 4.2044], [-1.7432, 1.4468, 2.8385], [1.8236, 2.1721, 2.1897], [1.1846, 2.0049, 3.8590], [0.3225, 2.9833, 2.6319], [3.1039, 1.1317, -0.0210], [1.6849, 1.0714, -0.0882], [1.1289, 1.8173, -1.1702], [-0.2953, 2.1880, -0.8183], [-0.9253, 1.1594, -0.0412], [-2.3521, 1.2119, -0.1651], [3.5464, 0.7776, -0.9561], [3.4326, 0.5277, 0.8161], [3.4223, 2.1705, 0.1206], [1.2024, 1.2445, -2.0946], [1.6987, 2.7424, -1.2982], [-0.8320, 2.3427, -1.7525], [-0.2895, 3.1292, -0.2617], [-2.7607, 0.2582, 0.1498], [-2.6313, 1.4084, -1.1992], [-2.7499, 2.0091, 0.4667], [-1.3128, 0.7282, -4.3824], [-0.8482, 0.2053, -3.1410], [-0.9803, -1.1893, -3.0804], [-0.8664, -1.6475, -1.6430], [0.3171, -1.2746, -0.9740], [1.4870, -1.8234, -1.5699], [-0.7788, 0.2781, -5.2228], [-1.1729, 1.8054, -4.3544], [-2.3853, 0.5321, -4.5151], [-0.1859, -1.6623, -3.6676], [-1.9696, -1.4835, -3.4454], [-0.9577, -2.7429, -1.6584], [-1.7095, -1.2891, -1.0552], [2.2920, -1.7717, -0.8438], [1.7824, -1.2493, -2.4554], [1.3213, -2.8613, -1.8609]], "forces_ev_per_a": [[1.27, -1.56, 0.83], [1.55, 0.82, 0.14], [-0.39, -0.08, 0.54], [-0.40, -0.04, -0.45], [-0.65, -0.78, -0.46], [-0.41, -0.67, 0.29], [-0.76, 0.13, 0.05], [0.35, -0.32, 0.96], [0.45, -0.88, -0.20], [-0.31, 0.64, 0.81], [-0.20, 0.25, -0.27], [0.14, 0.21, 0.03], [0.09, 0.07, -0.17], [0.32, 0.12, -0.12], [0.13, -0.03, -0.35], [-0.15, 0.36, -0.28], [-0.52, 0.38, 0.14], [-0.01, 0.14, 0.11], [0.20, -0.11, 0.10], [0.17, 0.03, 0.03], [0.02, -0.05, 0.13], [0.47, 0.25, -0.17], [-0.03, 0.55, -0.29], [0.40, 0.09, -0.01], [0.23, 0.49, -0.13], [-0.94, 0.96, -1.43], [-0.16, 0.18, 0.16], [-0.05, -0.14, 0.08], [-0.07, -0.14, 0.03], [-0.09, -0.08, 0.06], [-0.13, -0.16, 0.04], [-0.03, -0.01, -0.03], [-0.16, -0.06, 0.04], [-0.21, -0.13, 0.20], [0.03, -0.05, 0.11], [0.05, -0.10, -0.04], [0.02, -0.01, 0.00], [-0.21, -0.12, 0.13], [-0.18, 0.49, -0.08], [0.27, 0.08, 0.37], [-0.74, -0.63, -0.35], [-0.16, -0.04, -0.26], [0.67, 0.06, -0.26], [0.09, 0.14, -0.01], [0.16, 0.01, -0.11], [0.11, -0.05, 0.07], [-0.22, -0.10, -0.26], [0.08, -0.25, -0.10], [0.15, 0.04, 0.06], [0.06, 0.25, 0.00], [-0.11, -0.09, 0.16], [-0.17, -0.02, 0.04], [-0.04, -0.02, 0.11]], "mulliken_charge": [1.574, 0.593, -0.613, -0.548, -0.578, -0.868, 0.049, -0.861, -0.719, 0.345, -0.910, 0.344, 0.287, 0.184, 0.421, 0.490, 0.526, 0.267, 0.158, 0.309, 0.298, -1.139, 0.316, -0.799, -0.892, 0.280, -1.189, 0.311, 0.277, 0.353, 0.233, 0.607, 0.419, 0.596, 0.341, 0.381, 0.280, -0.937, 0.001, -0.983, -0.801, 0.123, -1.055, 0.300, 0.293, 0.346, 0.404, 0.512, 0.554, 0.249, 0.234, 0.256, 0.382]}

(3)
{"formula": "H6N2OSi", "method": "wB97M-V/def2-TZVPD", "homo_energy_ev": -9.762, "total_charge": 0, "homo_lumo_gap_ev": 9.958, "spin_multiplicity": 1, "mol_weight_g_mol": 78.1, "energy_ha": -477.8283, "e_above_lowest_kj_mol": 276.4, "smiles": "[H]/N=[SiH]/O.N", "elements": ["N", "N", "O", "Si", "H", "H", "H", "H", "H", "H"], "coordinates": [[-1.6230, 0.9503, -2.1176], [2.1062, -0.8193, 0.5477], [0.1746, 0.2412, 2.1813], [0.8131, -1.1093, 1.4365], [-1.0666, 0.7514, -2.9131], [-2.1465, 1.8043, -2.1808], [-0.9463, 1.2039, -1.3772], [2.2134, -1.4971, -0.2550], [0.6667, 0.5879, 2.9891], [-0.1915, -2.1133, 1.6891]], "forces_ev_per_a": [[0.46, 0.14, 2.30], [-0.27, -1.56, -1.50], [1.38, -0.34, 1.92], [-0.36, 2.35, 0.12], [0.25, 0.19, -1.05], [-0.32, 0.23, -0.80], [-0.35, -0.56, -0.42], [0.35, 0.78, 1.30], [-1.01, -0.50, -1.74], [-0.13, -0.72, -0.13]], "mulliken_charge": [-0.651, -0.505, -0.472, 0.496, 0.216, 0.219, 0.216, 0.210, 0.333, -0.062]}